103
Properties=species:S:1:pos:R:3:forces:R:3 method="wB97M-V/def2-TZVPD" homo_ev=-12.2446 lumo_ev=-5.370 total_charge=+1 fmax_ev_per_a=5.9 gap_ev=6.87 e_tot_ha=-4031.4242
N 5.214 -4.705 -0.995 1.313 1.020 -0.524
C 5.249 -3.265 -1.544 -0.571 -0.418 -0.015
C 4.066 -3.229 -2.723 1.388 1.535 0.659
N 2.799 -3.752 -2.001 -0.641 -2.762 -2.256
C 2.334 -5.070 -2.536 -3.495 0.600 3.801
C 0.986 -5.719 -1.786 2.528 5.056 1.557
C 0.449 -4.747 -0.580 2.298 0.317 -1.859
C 1.175 -3.330 -0.237 1.224 -2.937 -3.150
N 2.356 -2.918 -1.032 -3.862 -3.089 1.417
H 6.135 -4.844 -0.490 -1.554 -0.095 -0.858
H 5.152 -5.400 -1.776 0.547 0.903 0.905
H 6.303 -2.961 -1.955 -2.202 -0.438 0.468
H 4.961 -2.564 -0.629 0.533 -1.311 -2.227
H 4.339 -3.897 -3.645 -0.707 1.127 1.985
H 3.886 -2.116 -3.116 0.202 -2.587 1.003
H 2.895 -5.647 -3.418 -1.199 1.827 2.235
H 0.517 -6.750 -2.091 1.028 2.336 0.715
H -0.489 -5.059 0.072 2.202 0.653 -1.567
H 0.799 -2.615 0.638 1.026 -1.690 -2.306
C 3.068 -3.540 4.073 -0.028 -0.051 0.293
C 2.745 -2.267 3.315 0.602 -0.403 -0.129
O 1.791 -1.479 4.043 0.089 1.301 1.118
C 2.300 -0.666 5.023 2.751 -1.235 -1.052
O 3.495 -0.589 5.295 -3.036 0.113 -0.338
C 1.186 0.147 5.681 -1.932 1.456 1.557
F 0.073 -0.597 5.943 1.202 0.272 -0.441
F 0.773 1.182 4.895 0.700 -1.023 0.262
F 1.559 0.698 6.871 0.114 -0.835 -1.417
H 2.153 -4.096 4.302 0.086 0.052 -0.139
H 3.734 -4.181 3.487 -0.066 0.123 0.046
H 3.553 -3.318 5.029 0.030 0.025 -0.223
H 2.283 -2.519 2.355 -0.182 0.219 0.247
H 3.649 -1.687 3.095 -0.182 -0.004 0.236
C -0.760 -2.507 -3.303 -0.024 0.339 -0.139
C -1.993 -3.194 -2.749 0.412 -0.297 -0.272
O -2.978 -2.223 -2.364 -1.223 0.646 -0.773
C -3.791 -1.756 -3.365 1.683 -2.065 -1.824
O -3.713 -2.120 -4.535 -0.506 1.212 2.826
C -4.817 -0.770 -2.809 -1.732 1.763 0.977
F -4.274 0.114 -1.923 0.024 -1.038 -0.872
F -5.827 -1.401 -2.144 1.142 0.066 -0.711
F -5.412 -0.016 -3.777 1.238 -1.393 0.206
H -0.371 -1.777 -2.586 -0.027 -0.146 0.003
H 0.024 -3.237 -3.525 -0.102 0.023 0.004
H -0.993 -1.958 -4.221 0.019 -0.195 0.082
H -1.727 -3.753 -1.846 -0.330 0.287 0.021
H -2.409 -3.915 -3.463 -0.077 0.304 0.053
C 8.744 -1.672 5.293 0.103 -0.188 -0.304
C 7.842 -0.456 5.190 0.043 -0.410 0.927
O 7.902 0.102 3.868 -1.246 -0.371 -2.017
C 7.085 -0.478 2.930 -0.327 -1.366 2.985
O 6.335 -1.421 3.166 1.419 2.030 -1.174
C 7.213 0.241 1.588 0.550 1.381 -2.150
F 8.507 0.526 1.262 -1.142 -0.508 0.645
F 6.549 1.432 1.579 0.389 -1.169 0.432
F 6.713 -0.481 0.546 0.231 0.206 1.191
H 9.765 -1.421 4.988 -0.128 0.049 0.162
H 8.763 -2.053 6.317 -0.030 0.105 -0.137
H 8.402 -2.473 4.630 -0.058 0.079 0.159
H 8.193 0.320 5.878 -0.046 0.065 -0.440
H 6.810 -0.693 5.472 0.129 0.044 -0.315
C 3.988 1.099 -6.717 0.259 0.094 0.229
C 4.055 -0.167 -7.550 -0.795 0.395 0.091
O 5.421 -0.548 -7.775 1.377 -1.376 1.215
C 6.018 -1.274 -6.777 -2.930 0.718 0.580
O 5.453 -1.599 -5.736 1.585 0.362 -1.952
C 7.447 -1.651 -7.167 2.806 -0.443 -0.703
F 8.128 -0.617 -7.739 -1.081 -0.752 0.644
F 7.480 -2.673 -8.070 -0.593 0.841 0.827
F 8.200 -2.057 -6.106 -1.245 0.441 -0.708
H 4.575 1.897 -7.182 -0.184 -0.122 -0.034
H 2.954 1.437 -6.609 0.132 -0.071 -0.065
H 4.406 0.936 -5.719 -0.132 -0.037 -0.099
H 3.610 0.017 -8.534 0.411 -0.144 0.058
H 3.488 -0.985 -7.089 0.329 0.052 -0.004
C -7.070 1.686 -1.971 0.021 -0.062 0.339
C -7.393 2.960 -2.729 0.496 -0.569 -0.333
O -8.348 3.748 -2.001 0.163 1.526 1.373
C -7.838 4.561 -1.021 2.581 -1.467 -1.319
O -6.643 4.638 -0.749 -2.921 0.182 -0.223
C -8.952 5.374 -0.363 -2.012 1.303 1.212
F -10.066 4.629 -0.101 1.234 0.323 -0.386
F -9.365 6.409 -1.149 0.713 -1.020 0.347
F -8.579 5.925 0.827 0.146 -0.727 -1.204
H -7.986 1.131 -1.742 0.072 0.068 -0.157
H -6.405 1.046 -2.557 -0.614 0.656 0.370
H -6.586 1.909 -1.015 0.020 0.039 -0.159
H -7.856 2.708 -3.689 -0.199 0.250 0.285
H -6.490 3.540 -2.949 -0.224 0.041 0.255
C -8.024 8.005 4.133 -0.112 0.245 0.239
C -8.412 6.540 4.190 0.194 0.312 -0.767
O -8.668 6.142 5.546 -1.624 -0.086 1.165
C -9.926 6.407 6.026 -0.129 1.093 -3.090
O -10.808 6.952 5.368 1.788 -1.342 2.023
C -10.075 5.891 7.457 -0.361 -0.627 2.571
F -8.991 6.171 8.235 -0.752 -0.053 -1.021
F -10.233 4.537 7.500 0.158 1.071 -0.531
F -11.151 6.420 8.105 1.005 -0.304 -1.133
H -7.177 8.206 4.797 -0.031 -0.113 -0.166
H -7.751 8.294 3.114 -0.043 -0.096 0.122
H -8.848 8.644 4.466 0.044 -0.123 -0.148
H -7.580 5.926 3.831 -0.167 -0.052 0.376
H -9.272 6.324 3.547 0.025 0.067 0.335